49
Properties=species:S:1:pos:R:3:lowdin_charge:R:1 method="wB97M-V/def2-TZVPD" smiles="CN(C)P(=O)(N(C)C)N(C)C.NCCCCOC(=O)O" orbital_gap_ev=7.32 e_lumo_ev=-1.04 fmax_ha_per_bohr=0.1793 molar_mass_g_mol=312.4 homo_energy_ev=-8.361
C -2.36653 -1.92039 1.24368 -0.1292
N -1.76401 -0.60655 0.98487 -0.3092
C -1.12489 -0.07050 2.20297 -0.1428
P -2.42837 0.63911 -0.00383 0.7638
O -1.04363 1.04774 -0.56308 -0.3240
N -2.87497 0.01673 -1.55580 -0.3189
C -3.33230 -1.34672 -1.77579 -0.1541
C -1.99060 0.35713 -2.69345 -0.1436
N -4.02033 0.16934 0.63911 -0.2698
C -5.09051 0.96901 -0.02692 -0.1473
C -4.25987 0.48571 2.07478 -0.1418
H -3.31604 -1.88183 1.79870 0.0659
H -1.70357 -2.55424 1.82436 0.0778
H -2.57280 -2.46091 0.32722 0.0472
H -1.81005 0.42571 2.87454 0.0447
H -0.37086 0.68256 1.94361 0.0587
H -0.61497 -0.84723 2.78646 0.0843
H -2.50414 -2.06078 -1.66471 0.0786
H -3.71966 -1.47082 -2.79790 0.0800
H -4.15612 -1.62248 -1.12123 0.0708
H -1.03385 -0.17816 -2.61950 0.0830
H -1.78727 1.43724 -2.72580 0.0752
H -2.43293 0.11865 -3.66336 0.0750
H -4.94135 2.04130 0.15165 0.0824
H -6.07921 0.68760 0.35450 0.0821
H -5.13382 0.81328 -1.10731 0.0711
H -4.01055 1.52779 2.30264 0.0907
H -3.70720 -0.15049 2.76574 0.0569
H -5.30447 0.30031 2.35333 0.0890
N 3.59322 1.94191 1.71732 -0.0523
C 2.97644 1.02503 0.64834 -0.2601
C 3.66131 -0.47479 0.66888 -0.1838
C 3.60927 -1.26796 -0.76442 -0.1752
C 4.80422 -0.85552 -1.82416 -0.1896
O 4.86047 0.57248 -2.16222 -0.0506
C 5.76230 1.33346 -1.28982 -0.2951
O 5.41991 2.63027 -1.05490 -0.0132
O 6.97767 0.84715 -0.62255 0.0110
H 3.08001 2.84916 1.76522 0.0686
H 4.60027 2.13041 1.51963 0.0513
H 2.93431 1.52442 -0.41087 0.1161
H 1.84668 0.86946 0.99106 0.1075
H 4.80325 -0.31808 0.97883 0.1024
H 3.15200 -1.14979 1.48156 0.1152
H 2.53196 -1.24508 -1.27830 0.1309
H 3.78718 -2.42098 -0.51026 0.1213
H 4.53417 -1.42218 -2.83992 0.1440
H 5.81048 -1.32689 -1.45871 0.1309
H 6.74977 0.20941 0.13583 0.1242

=====

24
Properties=species:S:1:pos:R:3:lowdin_charge:R:1 method="wB97M-V/def2-TZVPD" smiles="N#CC1=C([O-])C(Cl)=C(Cl)C(=O)[C@@]1(C#N)n1cnc([N+](=O)[O-])c1" orbital_gap_ev=6.42 e_lumo_ev=1.20 fmax_ha_per_bohr=0.0548 molar_mass_g_mol=339.1 charge=-1 homo_energy_ev=-5.226
N -1.97698 -2.54947 1.62532 0.1318
C -1.01674 -1.90257 1.42449 -0.2384
C 0.18158 -1.20155 1.21753 -0.1678
C 1.40092 -1.89670 1.55534 -0.4408
O 1.35475 -3.11049 1.75361 0.0085
C 2.66423 -1.11536 1.65377 -0.5855
Cl 4.10443 -1.98753 1.90886 0.7507
C 2.67070 0.21608 1.38216 -0.6283
Cl 4.07192 1.15063 1.62265 0.7279
C 1.41936 0.95444 1.10989 -0.3270
O 1.30102 2.14468 1.34159 0.1035
C 0.11068 0.18531 0.79331 -0.3106
C -0.94603 0.88681 1.57551 -0.1479
N -1.84116 1.46472 2.05756 0.1984
N -0.33278 0.37883 -0.60907 0.0337
C 0.43540 0.54433 -1.75432 -0.0926
N -0.31243 0.75590 -2.83290 0.1436
C -1.60992 0.68543 -2.37278 -0.2476
N -2.70070 0.95799 -3.20887 -0.3328
O -3.84681 0.91940 -2.70304 0.0391
O -2.46527 1.23622 -4.39585 0.0543
C -1.64632 0.42874 -1.02192 0.0491
H 1.52641 0.51101 -1.70144 0.1378
H -2.54626 0.34317 -0.42139 0.1408

=====

47
Properties=species:S:1:pos:R:3:mulliken_spin:R:1 method="wB97M-V/def2-TZVPD" orbital_gap_ev="8.80 / 8.83" spin_multiplicity=4 e_lumo_ev="-2.28 / -2.20" fmax_ha_per_bohr=0.0316 molar_mass_g_mol=498.5 charge=+1 homo_energy_ev="-11.071 / -11.026"
Er -0.89451 -0.22400 -1.45048 3.0694
H 2.39770 0.54154 0.54553 -0.0004
H 2.36627 -0.16297 0.58403 0.0003
P 0.12836 2.41668 -1.45461 -0.0141
P -0.04254 -2.91862 -1.54048 -0.0161
C -1.24703 -4.03979 -0.71630 0.0007
H -1.08876 -5.08322 -1.02106 0.0000
H -1.16477 -3.95760 0.37539 -0.0002
H -2.27580 -3.74019 -0.94973 -0.0003
C -0.32017 -3.23801 -3.31793 0.0003
H 0.50692 -2.74541 -3.85224 0.0003
H -0.34606 -4.31851 -3.55844 0.0001
H -1.25589 -2.74411 -3.62756 -0.0008
C 1.51354 -3.84403 -1.24040 0.0001
H 1.80470 -3.76704 -0.18739 0.0001
H 1.44575 -4.91126 -1.51767 -0.0003
H 2.30764 -3.38114 -1.82919 0.0000
C -0.38964 2.81570 -3.16484 -0.0004
H -0.36671 3.90852 -3.33973 0.0002
H 0.31451 2.31239 -3.84895 0.0002
H -1.39699 2.40342 -3.35011 -0.0006
C -0.94829 3.50643 -0.44412 0.0011
H -0.69958 3.38279 0.61705 -0.0003
H -0.81282 4.56003 -0.73633 -0.0001
H -2.00329 3.22501 -0.56533 -0.0002
C 1.71944 3.32925 -1.32865 0.0002
H 2.44714 2.83562 -1.96639 0.0001
H 1.60995 4.37128 -1.63797 -0.0003
H 2.07230 3.28493 -0.30026 0.0001
H 0.86092 -0.37874 -2.20538 -0.0196
H -2.52003 -0.01109 -2.39936 -0.0156
C -2.21436 1.95938 3.05818 0.0002
N -0.96374 1.24144 3.17936 -0.0005
C 0.07949 1.54601 4.04887 -0.0001
C 1.01903 0.57988 3.93038 -0.0001
N 0.54684 -0.35005 3.02263 -0.0005
C 1.30448 -1.54989 2.64092 0.0002
C -0.65981 0.07473 2.53158 -0.0002
Se -1.80839 -0.70264 1.29786 -0.0027
H -2.73832 1.98323 4.02359 0.0000
H -2.84491 1.45271 2.30191 -0.0002
H -2.03515 2.99388 2.74123 0.0000
H 0.10069 2.39677 4.66419 0.0000
H 1.97618 0.48385 4.35910 0.0000
H 2.17895 -1.24568 2.04054 0.0000
H 1.67624 -2.07253 3.55276 0.0000
H 0.66054 -2.21896 2.03580 0.0001

=====

64
Properties=species:S:1:pos:R:3:lowdin_charge:R:1 method="wB97M-V/def2-TZVPD" de_lowest_kcal_mol=0.0 orbital_gap_ev=8.17 e_lumo_ev=-2.75 fmax_ha_per_bohr=0.0695 molar_mass_g_mol=609.3 charge=+1 homo_energy_ev=-10.924
Y -0.13841 1.10963 -0.36691 1.6376
C 2.77039 -0.49155 -1.73985 -0.3761
O 3.43627 0.13541 -0.62742 -0.1535
O 1.44171 -0.24008 -1.56650 -0.2538
C 3.29589 0.01772 -3.11907 -0.5262
F 2.32159 0.37312 -3.98366 0.1346
F 3.91770 1.21255 -2.86929 0.1082
F 4.12854 -0.83380 -3.70041 0.1640
C 4.51388 -0.47557 0.03098 -0.2814
C 5.87148 0.00456 -0.50104 -0.0526
H 6.65637 -0.40851 0.13024 0.0798
H 5.96790 -0.24231 -1.55767 0.0741
H 5.88462 1.09514 -0.46765 0.0790
H 4.53617 -1.56515 0.17225 0.1197
H 4.42022 -0.19103 1.08789 0.1054
H 3.01210 -1.56217 -1.62275 0.1504
C -3.49684 0.78475 1.05541 -0.4168
O -3.04122 -0.48207 1.57839 -0.1270
O -2.50750 1.31762 0.28586 -0.2545
C -4.91028 0.71178 0.46460 -0.5447
F -5.08796 -0.40649 -0.26786 0.1292
F -5.88689 0.81817 1.38597 0.1450
F -5.11791 1.76840 -0.34382 0.1366
C -2.70377 -0.47313 2.95577 -0.2452
C -2.39101 -1.94570 3.29209 -0.0672
H -3.23691 -2.61376 3.13471 0.0770
H -1.47915 -2.33927 2.84804 0.0640
H -2.22999 -2.01031 4.37506 0.0738
H -3.39982 -0.04010 3.67520 0.1237
H -1.76011 0.07571 3.06917 0.1022
H -3.54939 1.44454 1.93460 0.1448
O -0.17063 3.13347 -1.50735 -0.0848
H 0.33856 3.94600 -1.41632 0.0925
H -0.40193 3.08041 -2.44559 0.0854
O -0.23569 2.70606 1.45496 -0.0902
H 0.36821 2.91131 2.17375 0.0687
H -1.05001 3.18991 1.65653 0.0954
O 1.97930 2.27995 -0.05787 -0.0929
H 2.29963 3.15949 0.16746 0.0871
H 2.75245 1.68709 0.02842 0.0592
C 1.38808 -0.27771 2.50665 -0.6035
O 0.73568 0.08072 1.51603 -0.0749
N 1.49989 0.44168 3.64227 0.1974
N 2.00786 -1.48417 2.52770 0.2032
H 2.23558 0.28866 4.30701 0.1150
H 0.97995 1.29580 3.72176 0.1027
H 1.99402 -1.95525 1.63699 0.1235
H 2.71919 -1.57154 3.23011 0.1125
C -2.23897 0.61647 -3.06674 -0.5944
O -1.17007 0.94471 -2.52335 -0.0751
N -2.51683 1.01853 -4.32384 0.1845
N -3.22039 -0.05140 -2.43606 0.2115
H -1.90813 1.65110 -4.80889 0.1141
H -3.29102 0.65834 -4.85073 0.1106
H -4.05729 -0.34184 -2.90114 0.1195
H -3.01255 -0.27515 -1.47259 0.0744
C -1.11176 -2.23129 -0.60305 -0.6087
O -0.92890 -1.03342 -0.35593 -0.1053
N -2.19457 -2.88902 -0.15947 0.2079
N -0.13470 -2.96348 -1.17941 0.1982
H -2.32281 -3.82923 -0.48892 0.1129
H -2.95352 -2.40241 0.29409 0.1015
H -0.25507 -3.91512 -1.47093 0.1090
H 0.63882 -2.41679 -1.53786 0.0932